The following is a DFT calculation (ωB97M-V with the def2-TZVPD basis set) of 3 unconnected molecules or ions with the total composition C4H11O3P.

Results
Gap between HOMO and LUMO (spin up / spin down) (eV): 8.019 / 7.618
E (a.u.): -725.927858
M (g mol⁻¹): 138.1
Charge: 0
Energy above the lowest of the compared OMol25 structures with the same formula, charge and spin (kJ/mol): 494.0

Each line ends with the Mulliken charge.
Element x y z (Å)
C: 2.882 -6.443 1.800  -0.85
C: -0.947 2.623 0.333  -0.49
C: -1.784 4.839 -2.749  -0.92
C: 3.869 -5.722 0.989  0.26
O: -4.095 1.722 0.531  -0.62
O: 4.923 -6.107 0.619  -0.44
O: -1.318 3.344 -0.729  -0.12
P: -1.552 3.071 -2.296  -0.02
H: 2.281 -7.099 1.204  0.27
H: 3.395 -7.153 2.594  0.23
H: 2.188 -5.875 2.311  0.34
H: -3.395 1.609 -0.219  0.29
H: -1.080 3.271 1.229  0.27
H: -1.018 1.510 0.404  0.36
H: -2.674 5.209 -2.281  0.30
H: -0.993 5.448 -2.386  0.30
H: -1.967 4.831 -3.782  0.34
H: 3.446 -4.625 0.942  0.19
H: -4.679 0.943 0.369  0.32